C3H9NS | ωB97M-V/def2-TZVPD

Results
Spin multiplicity: 1
Relative energy (zero: lowest compared OMol25 entry of this formula, charge and spin), kJ/mol: 95.4
HOMO-LUMO gap, eV: 10.03

Each line ends with the Löwdin charge.
Positions of all 14 atoms, in Å:
S  0.7754  -2.4573  0.9381  0.572
N  0.6024  1.4934  -0.7430  -0.008
C  0.7952  -0.4276  0.8729  -0.389
C  -1.5117  0.0751  -0.3123  -0.080
C  0.0069  0.1671  -0.3297  -0.546
H  -1.8366  0.6600  -1.2091  0.080
H  -1.7950  0.5904  0.6472  0.090
H  2.0606  -2.5184  0.4606  -0.170
H  0.3774  2.2719  -0.0529  0.090
H  -1.9721  -0.9212  -0.3518  0.074
H  1.7971  -0.0178  1.0812  0.073
H  0.4251  -0.3706  -1.1994  0.116
H  0.2127  -0.2652  1.7883  0.038
H  0.0625  1.7201  -1.5900  0.061